Formula: C48H66N5O3Sb2Sc
Source: the Open Molecules 2025 dataset
Level of theory: ωB97M-V/def2-TZVPD

- LUMO energy: -0.1639 Ha
- HOMO-LUMO gap: 7.50 eV
- Energy relative to the best compared isomer or geometry (same formula, charge and spin): 2.7 kcal per mole
- M: 1049.564 g mol⁻¹
- Net charge: +2
- E_HOMO: -11.965 eV
- E: -98207.2348 eV

Geometry (Å):
Sc: 0.069 0.163 0.973
O: 0.656 1.037 -1.079
H: 0.199 1.747 -1.550
H: 1.211 0.634 -1.778
O: 1.502 -1.337 0.073
H: 1.240 -2.241 0.313
H: 2.466 -1.307 0.083
C: -0.661 -4.942 4.890
N: -0.383 -3.860 3.965
C: 0.156 -2.575 4.354
C: 0.298 -1.905 3.003
O: 0.685 -0.742 2.781
N: -0.070 -2.754 2.033
C: -0.470 -3.895 2.638
N: -0.930 -4.933 1.951
H: -0.803 -4.530 5.886
H: 0.162 -5.658 4.925
H: -1.577 -5.461 4.609
H: 1.116 -2.660 4.869
H: -0.533 -2.022 4.996
H: -0.947 -4.878 0.947
H: -1.138 -5.810 2.396
C: 4.133 -0.321 3.116
C: 3.861 1.176 3.236
C: 5.153 1.979 3.275
Sb: 2.454 1.821 1.669
C: 3.757 2.317 -0.057
C: 4.617 1.089 -0.345
C: 4.599 3.578 0.062
C: 1.699 3.680 2.614
C: 1.242 3.299 4.018
C: 2.650 4.865 2.629
H: 4.724 -0.660 3.970
H: 4.700 -0.555 2.212
H: 3.200 -0.887 3.106
H: 3.303 1.349 4.158
H: 5.782 1.776 2.409
H: 5.725 1.714 4.167
H: 4.958 3.049 3.317
H: 3.049 2.448 -0.880
H: 5.375 0.947 0.425
H: 5.135 1.214 -1.297
H: 4.014 0.177 -0.406
H: 5.158 3.615 0.995
H: 3.983 4.472 -0.016
H: 5.316 3.611 -0.763
H: 0.825 3.936 2.013
H: 2.095 3.172 4.686
H: 0.651 2.378 4.021
H: 0.621 4.097 4.429
H: 3.576 4.641 3.158
H: 2.171 5.699 3.145
H: 2.892 5.202 1.623
C: 1.675 -4.168 -7.283
C: 1.876 -4.769 -6.051
C: 1.465 -4.126 -4.890
C: 0.856 -2.879 -4.957
C: 0.668 -2.274 -6.196
C: 1.070 -2.919 -7.355
Sb: 0.259 -1.880 -3.147
C: -1.640 -1.226 -3.935
C: -2.237 -0.055 -3.474
C: -3.443 0.379 -4.009
C: -4.082 -0.374 -4.984
C: -3.509 -1.556 -5.427
C: -2.290 -1.976 -4.912
C: 1.350 -0.096 -3.756
C: 0.755 0.952 -4.460
C: 1.506 2.047 -4.863
C: 2.866 2.102 -4.587
C: 3.474 1.054 -3.912
C: 2.719 -0.035 -3.492
H: 1.985 -4.671 -8.188
H: 2.347 -5.741 -5.991
H: 1.622 -4.602 -3.929
H: 0.202 -1.298 -6.263
H: 0.908 -2.450 -8.317
H: -1.768 0.526 -2.686
H: -3.884 1.308 -3.668
H: -5.023 -0.037 -5.398
H: -4.007 -2.152 -6.181
H: -1.844 -2.892 -5.277
H: -0.297 0.907 -4.710
H: 1.031 2.849 -5.413
H: 3.456 2.941 -4.928
H: 4.541 1.077 -3.733
H: 3.209 -0.867 -2.996
C: -3.121 0.100 5.554
C: -2.717 1.412 5.332
C: -2.152 1.778 4.125
C: -1.982 0.843 3.095
C: -2.378 -0.474 3.336
C: -2.943 -0.839 4.552
N: -1.425 1.220 1.853
C: -1.917 2.419 1.303
C: -3.221 2.874 1.550
C: -3.680 4.052 0.991
C: -2.878 4.793 0.132
C: -1.599 4.342 -0.149
C: -1.123 3.177 0.432
H: -3.565 -0.187 6.496
H: -2.856 2.158 6.103
H: -1.838 2.800 3.961
H: -2.275 -1.207 2.543
H: -3.272 -1.860 4.710
H: -3.866 2.297 2.199
H: -4.677 4.397 1.232
H: -3.248 5.710 -0.304
H: -0.957 4.917 -0.804
H: -0.096 2.872 0.251
C: -4.763 -0.521 -0.549
C: -3.923 -1.797 -0.336
C: -4.325 -2.479 0.983
C: -4.083 -2.774 -1.512
C: -2.531 -1.385 -0.251
N: -1.442 -1.036 -0.127
H: -5.810 -0.749 -0.353
H: -4.668 -0.167 -1.571
H: -4.446 0.274 0.127
H: -5.352 -2.828 0.886
H: -4.270 -1.787 1.822
H: -3.688 -3.341 1.189
H: -5.139 -3.012 -1.632
H: -3.539 -3.701 -1.322
H: -3.721 -2.337 -2.440

Löwdin population analysis, charges in e, atoms 1 to 4: 0.821, -0.149, 0.083, 0.025

Formula: C48H66N6O6
Source: the Open Molecules 2025 dataset
Level of theory: ωB97M-V/def2-TZVPD

- LUMO energy: 0.0063 Ha
- HOMO-LUMO gap: 9.53 eV
- Energy relative to the best compared isomer or geometry (same formula, charge and spin): 69.5 kcal per mole
- M: 823.092 g mol⁻¹
- E_HOMO: -9.358 eV
- SMILES string: c1ccncc1.c1ccncc1.c1ccncc1.c1ccncc1.c1ccncc1.c1ccncc1.CC(C)=O.CC(C)=O.CC(C)=O.CC(C)=O.CC(C)=O.CC(C)=O
- E: -72066.0935 eV

Geometry (Å):
N: -2.334 -0.367 0.462
C: -1.404 -0.214 1.393
C: -0.132 -0.748 1.192
C: 0.176 -1.314 -0.083
C: -0.834 -1.366 -1.035
C: -2.114 -1.064 -0.651
H: -1.610 0.356 2.287
H: 0.607 -0.630 1.971
H: 1.053 -1.887 -0.345
H: -0.662 -1.783 -2.016
H: -3.010 -1.268 -1.217
N: -0.378 4.515 -6.717
C: -0.994 4.953 -7.863
C: -2.354 4.746 -8.192
C: -3.071 3.947 -7.373
C: -2.514 3.464 -6.159
C: -1.179 3.812 -5.863
H: -0.319 5.498 -8.505
H: -2.722 5.019 -9.170
H: -4.091 3.744 -7.664
H: -3.057 2.741 -5.568
H: -0.629 3.331 -5.067
N: 7.777 -1.806 -4.449
C: 7.029 -1.770 -3.320
C: 7.366 -0.958 -2.245
C: 8.443 -0.100 -2.336
C: 9.255 -0.141 -3.469
C: 8.841 -0.981 -4.504
H: 6.167 -2.420 -3.318
H: 6.812 -0.955 -1.318
H: 8.562 0.546 -1.479
H: 10.098 0.519 -3.609
H: 9.504 -1.187 -5.331
N: 3.763 5.465 1.167
C: 2.438 5.228 1.445
C: 2.026 5.479 2.753
C: 2.923 5.794 3.779
C: 4.260 5.883 3.510
C: 4.642 5.795 2.191
H: 1.761 5.071 0.618
H: 1.004 5.400 3.095
H: 2.475 5.866 4.759
H: 4.990 6.097 4.277
H: 5.677 5.773 1.885
N: 5.953 -2.053 4.824
C: 6.186 -0.707 4.475
C: 7.407 -0.267 4.118
C: 8.491 -1.152 4.106
C: 8.285 -2.463 4.593
C: 6.991 -2.877 4.838
H: 5.411 0.020 4.674
H: 7.545 0.781 3.898
H: 9.473 -0.880 3.749
H: 9.158 -3.096 4.633
H: 6.834 -3.886 5.191
N: -3.885 -2.947 10.007
C: -3.230 -3.359 8.865
C: -2.370 -2.508 8.179
C: -2.166 -1.238 8.783
C: -2.807 -0.886 9.932
C: -3.648 -1.804 10.626
H: -3.529 -4.367 8.617
H: -1.864 -2.770 7.261
H: -1.493 -0.563 8.277
H: -2.497 0.092 10.271
H: -4.127 -1.559 11.563
C: -0.592 -7.548 0.506
C: -0.994 -8.963 0.124
O: -0.999 -9.388 -0.989
C: -1.216 -9.918 1.289
H: -0.423 -6.951 -0.391
H: 0.268 -7.392 1.157
H: -1.423 -7.030 0.985
H: -0.331 -10.513 1.515
H: -1.792 -10.724 0.835
H: -1.628 -9.384 2.145
C: -5.753 6.479 6.182
C: -5.334 5.013 5.901
O: -4.378 4.531 6.474
C: -6.190 4.110 5.017
H: -5.259 6.960 7.026
H: -6.832 6.626 6.141
H: -5.435 7.105 5.348
H: -5.830 3.081 5.054
H: -6.211 4.481 3.992
H: -7.169 4.200 5.487
C: -6.191 6.850 -2.836
C: -5.660 6.270 -1.517
O: -5.949 6.809 -0.431
C: -4.621 5.121 -1.410
H: -6.841 7.709 -2.672
H: -6.750 6.084 -3.374
H: -5.291 7.133 -3.382
H: -5.190 4.234 -1.688
H: -4.213 5.108 -0.399
H: -3.800 5.315 -2.101
C: 5.020 -9.612 -0.379
C: 5.423 -8.643 0.764
O: 5.496 -8.968 1.980
C: 5.826 -7.289 0.298
H: 5.623 -9.509 -1.281
H: 3.962 -9.535 -0.630
H: 5.111 -10.650 -0.057
H: 6.140 -7.424 -0.737
H: 6.631 -6.861 0.895
H: 4.964 -6.645 0.472
C: 3.157 0.682 -7.597
C: 1.963 -0.167 -8.091
O: 1.370 -0.923 -7.371
C: 1.443 0.141 -9.484
H: 4.047 0.055 -7.645
H: 2.965 0.864 -6.540
H: 3.332 1.623 -8.118
H: 0.508 -0.369 -9.717
H: 2.103 -0.127 -10.309
H: 1.528 1.227 -9.483
C: -9.337 -0.455 -2.803
C: -9.482 0.898 -3.482
O: -8.578 1.217 -4.222
C: -10.643 1.812 -3.099
H: -8.899 -1.197 -3.470
H: -10.319 -0.883 -2.607
H: -8.878 -0.475 -1.814
H: -11.037 1.424 -2.159
H: -11.484 1.959 -3.776
H: -10.286 2.827 -2.921

Löwdin population analysis, charges in e, atoms 1 to 4: 0.040, -0.161, -0.062, -0.062